# C40H88F18N5O23S6

A cluster of 11 separate species, C40H88F18N5O23S6 in total at a distorted geometry (ωB97M-V with the def2-TZVPD basis set, OMol25).

The geometry in XYZ format:
```
180
Properties=species:S:1:pos:R:3:forces:R:3
C 4.066 -1.744 6.423 -0.2 1.7 1.0
N 4.133 -1.660 4.968 0.3 -0.6 -1.2
C 2.705 -1.338 4.464 3.0 -0.7 -1.9
C 5.122 -0.624 4.453 -2.1 0.8 -0.5
C 4.778 -2.924 4.528 0.3 -0.6 -1.0
C 4.041 -4.153 4.891 -0.1 -1.0 -1.3
O 2.911 -4.193 4.039 0.0 -0.6 -0.1
H 3.411 -0.987 6.872 0.3 0.2 -0.5
H 5.059 -1.647 6.806 0.7 0.1 0.4
H 3.643 -2.650 6.757 -0.5 -0.9 0.1
H 2.756 -0.336 4.722 -1.1 2.1 0.4
H 2.007 -1.913 5.005 -0.8 -0.5 0.2
H 2.722 -1.416 3.351 -0.3 -0.2 1.0
H 4.952 -0.436 3.367 0.1 -0.5 0.7
H 6.119 -0.961 4.638 0.5 0.1 0.3
H 4.817 0.293 4.944 0.6 0.3 0.2
H 5.697 -2.977 5.091 0.6 0.2 -0.1
H 4.982 -2.891 3.434 -0.2 0.2 0.8
H 3.711 -4.064 5.896 -0.2 -0.7 0.9
H 4.763 -5.029 4.767 -1.0 0.8 0.1
H 2.164 -4.611 4.489 0.1 0.1 0.1
C 6.416 -1.222 -4.743 0.7 -1.2 1.4
N 6.822 -2.253 -3.720 1.4 -2.0 2.0
C 8.123 -3.030 -4.056 -1.2 0.4 0.3
C 7.088 -1.607 -2.354 -1.1 1.3 -0.9
C 5.653 -3.290 -3.517 -0.9 0.8 -0.4
C 5.478 -4.426 -4.573 0.5 1.3 -0.9
O 5.766 -3.967 -5.932 0.2 -1.1 2.1
H 7.256 -0.603 -4.984 0.4 0.5 0.1
H 5.623 -0.717 -4.230 -0.5 0.7 -0.3
H 6.138 -1.812 -5.573 -0.7 -0.2 -1.1
H 8.287 -3.877 -3.380 -0.3 0.6 0.4
H 8.989 -2.361 -4.033 -0.4 -0.1 -0.2
H 7.900 -3.502 -4.980 0.3 0.0 -1.3
H 7.318 -2.305 -1.601 0.5 -1.4 0.5
H 6.172 -1.129 -1.954 0.5 0.1 -0.6
H 7.933 -0.909 -2.426 -0.4 -0.1 -0.2
H 4.754 -2.644 -3.532 0.4 -0.4 0.3
H 5.772 -3.760 -2.526 0.1 0.4 -0.3
H 4.486 -4.957 -4.426 1.0 0.9 -0.3
H 6.273 -5.102 -4.355 0.5 -1.0 0.0
H 4.949 -3.602 -6.320 -0.4 0.2 -0.2
C -4.615 0.980 4.435 -0.2 1.6 1.3
C -3.968 2.398 4.524 -0.6 -0.7 1.3
N -4.735 3.418 3.742 -0.7 -0.7 0.9
C -4.987 2.785 2.427 0.6 0.4 -0.8
C -6.035 3.611 4.444 -0.5 1.3 0.1
C -6.903 4.673 3.799 -0.3 -0.1 0.1
C -3.989 4.646 3.433 -0.4 0.9 0.6
C -3.319 5.260 4.607 -0.6 2.1 0.1
O -4.359 5.721 5.499 0.9 -0.2 0.0
C -3.800 6.332 6.648 -0.5 0.0 0.5
H -4.496 0.594 3.466 0.3 -1.0 -1.1
H -5.690 0.997 4.672 0.4 0.1 -0.1
H -4.179 0.357 5.200 0.4 -0.3 0.0
H -2.981 2.436 4.124 0.9 -0.3 -0.3
H -3.898 2.698 5.590 -0.2 0.1 -0.7
H -5.740 2.017 2.486 -0.1 0.1 0.0
H -4.003 2.347 2.205 -0.6 0.1 -0.7
H -5.257 3.564 1.692 0.1 -0.6 0.3
H -5.963 3.792 5.548 0.5 -0.1 -1.2
H -6.501 2.683 4.275 -0.8 -1.1 0.2
H -6.980 4.662 2.716 -0.4 -1.0 -0.2
H -6.505 5.649 3.906 0.3 1.1 1.0
H -7.879 4.610 4.297 0.1 0.2 -0.5
H -4.743 5.354 3.037 0.7 -0.4 0.0
H -3.228 4.398 2.726 0.1 0.0 -0.6
H -2.692 6.108 4.263 -0.5 -0.1 -0.1
H -2.584 4.704 5.132 0.4 -1.3 0.5
H -3.544 7.401 6.457 -0.1 -0.7 0.2
H -2.919 5.784 7.002 0.1 0.2 -0.2
H -4.550 6.220 7.460 0.3 0.5 -0.5
C -0.568 0.212 2.571 -1.0 -0.5 1.3
C -1.406 1.115 1.738 -0.9 1.4 1.6
N -1.237 1.053 0.304 -1.0 0.4 -2.7
C -1.414 -0.327 -0.165 2.0 -1.4 -0.6
C -2.376 1.841 -0.397 0.6 0.9 -0.6
C -2.277 3.365 -0.228 -0.1 -0.8 0.3
C 0.148 1.582 -0.037 0.3 0.1 -1.0
C 0.732 1.661 -1.505 -0.1 -0.8 1.9
O 0.774 0.363 -2.075 -1.8 0.9 -1.5
C 1.695 -0.587 -1.670 1.1 -0.8 -0.7
H 0.477 0.369 2.597 1.1 0.2 -0.5
H -0.847 -0.810 2.362 0.3 -0.5 0.1
H -0.874 0.380 3.619 0.0 0.0 -0.3
H -1.235 2.162 2.018 -0.1 -0.3 0.1
H -2.453 0.858 1.977 0.2 0.1 -0.5
H -0.669 -0.946 0.380 -0.5 0.3 -0.4
H -1.085 -0.382 -1.219 -0.6 0.1 0.6
H -2.396 -0.741 0.032 -0.3 0.4 0.0
H -3.332 1.463 -0.074 -0.1 -0.3 0.8
H -2.399 1.627 -1.491 0.7 -0.1 0.7
H -1.450 3.740 -0.807 0.2 0.3 -0.3
H -2.126 3.726 0.800 -0.4 -0.3 -0.3
H -3.198 3.726 -0.688 0.2 0.4 0.2
H 0.792 0.962 0.539 0.7 -0.6 0.4
H 0.226 2.555 0.390 -0.1 0.8 0.4
H 1.773 2.039 -1.382 -0.5 -0.1 0.1
H 0.180 2.411 -2.092 0.1 -0.9 -0.3
H 1.344 -1.287 -0.888 0.0 0.5 0.0
H 2.612 -0.079 -1.378 0.3 -0.3 0.3
H 1.931 -1.245 -2.563 -0.3 0.8 0.9
C -2.846 -1.135 -7.237 -1.2 0.5 0.2
C -1.689 -1.546 -6.359 -0.9 0.2 0.5
N -2.110 -1.941 -4.936 -1.4 -1.7 -0.5
C -2.287 -0.770 -4.083 1.6 1.2 0.5
C -3.432 -2.680 -4.936 -0.5 0.8 -0.3
C -3.452 -3.884 -5.857 -0.5 -0.1 0.4
C -0.980 -2.738 -4.407 0.5 -0.7 -0.4
C -1.111 -3.509 -3.111 0.1 1.4 -0.7
O -1.196 -2.688 -1.990 0.1 -0.8 1.2
C -1.016 -3.540 -0.849 -0.2 -0.7 -0.1
H -3.466 -0.333 -6.813 0.1 -0.3 0.5
H -3.550 -1.921 -7.593 0.8 0.4 0.3
H -2.453 -0.589 -8.065 0.5 -0.1 -1.0
H -1.013 -0.714 -6.212 0.3 0.1 -0.1
H -1.149 -2.392 -6.756 0.3 0.0 -0.2
H -2.625 -0.992 -3.061 0.0 -0.3 -0.6
H -2.980 -0.097 -4.579 0.3 0.3 0.2
H -1.230 -0.404 -4.002 -1.3 0.7 0.1
H -4.225 -1.927 -5.190 0.9 -0.6 -0.1
H -3.646 -2.890 -3.899 0.1 -0.4 0.3
H -2.783 -3.757 -6.675 0.5 0.1 -0.7
H -4.444 -4.003 -6.291 -0.1 -0.1 0.1
H -3.170 -4.814 -5.379 0.0 -0.1 0.3
H -0.163 -2.009 -4.489 0.2 -0.6 0.7
H -0.697 -3.568 -5.066 -0.4 0.5 -0.6
H -0.176 -4.053 -3.172 0.4 -0.5 0.6
H -1.949 -4.206 -3.117 -0.1 -0.2 -0.2
H 0.004 -3.926 -0.797 0.3 0.5 0.1
H -1.591 -4.473 -0.922 -0.4 0.2 -0.3
H -1.343 -3.096 0.083 0.2 0.5 -0.1
C 2.615 -0.675 -5.706 -2.1 -0.6 -1.0
F 3.091 -0.448 -4.517 1.0 -0.2 1.2
F 1.305 -0.243 -5.648 0.8 -0.4 -0.3
F 3.259 0.100 -6.571 0.0 -0.3 -0.2
S 2.554 -2.581 -6.174 0.1 1.0 -1.7
O 1.356 -2.720 -6.990 0.5 0.3 0.8
O 3.786 -2.799 -6.965 -1.1 0.5 0.8
O 2.529 -3.220 -4.880 0.1 -0.1 0.3
C 6.024 2.000 -0.174 0.2 0.1 2.0
F 5.994 3.060 0.675 -0.1 -0.8 0.3
F 5.352 2.393 -1.218 -0.6 -0.1 -1.3
F 7.304 1.830 -0.485 0.8 -0.1 -0.7
S 5.408 0.322 0.499 1.3 0.4 2.3
O 4.363 0.586 1.448 -0.6 0.6 0.6
O 4.910 -0.223 -0.718 -0.1 -1.2 -1.9
O 6.567 -0.337 1.143 -0.9 0.8 -1.4
C -3.050 3.519 -5.513 1.6 -0.6 0.6
F -2.526 2.939 -6.621 0.1 -0.3 0.1
F -3.361 4.741 -5.860 -0.2 1.2 -0.1
F -4.163 2.874 -5.216 -1.0 -0.6 0.1
S -1.880 3.417 -4.008 0.1 2.0 -1.0
O -0.573 3.862 -4.507 -1.3 -0.5 0.6
O -2.560 4.355 -3.099 0.8 -1.3 -0.7
O -1.954 2.001 -3.688 -0.1 0.1 0.3
C -5.699 -0.815 -1.184 -1.0 2.1 -0.1
F -4.797 -0.178 -1.981 -0.1 -0.1 0.4
F -6.940 -0.536 -1.730 1.1 -0.2 0.5
F -5.495 -2.081 -1.304 0.3 -2.3 -0.4
S -5.636 -0.290 0.617 0.7 -1.6 -2.0
O -4.350 -0.802 1.087 -0.5 0.2 0.1
O -5.650 1.126 0.419 -0.4 1.4 0.5
O -6.814 -0.953 1.102 0.0 0.3 0.7
C 0.475 6.017 2.161 0.0 -0.6 -0.4
F 1.745 6.361 2.338 0.2 0.0 0.6
F -0.306 7.037 2.510 -0.1 0.2 0.1
F 0.349 5.841 0.825 -0.4 -0.4 0.7
S -0.011 4.515 3.229 -1.2 -1.3 -0.3
O 0.004 4.975 4.592 0.5 0.7 0.1
O -1.400 4.220 2.791 1.5 0.6 -0.1
O 0.886 3.422 2.913 0.2 0.7 -0.3
C -0.762 -4.542 5.933 0.2 1.1 0.9
F -0.155 -4.975 4.814 0.0 0.5 -0.4
F -1.951 -4.000 5.628 0.1 -0.3 -0.3
F -0.967 -5.638 6.651 -0.3 -0.2 0.5
S 0.311 -3.267 6.877 -1.6 -0.7 0.3
O 1.488 -4.104 6.974 1.3 0.3 -0.4
O 0.343 -2.127 5.958 0.1 -0.7 0.7
O -0.313 -3.034 8.171 0.1 0.0 -1.2
```
Positions in Å, forces in eV/Å.

Properties
- Frontier orbital gap: 8.45 eV
- Total charge: -1

# C30H41N8O2OsS

A structure of composition C30H41N8O2OsS (ωB97M-V with the def2-TZVPD basis set, OMol25).

The geometry in XYZ format:
```
83
Properties=species:S:1:pos:R:3:forces:R:3
Os -0.601 -1.300 1.131 0.0 0.0 0.1
C -4.651 2.234 3.280 0.0 0.0 0.0
C -3.189 2.592 3.070 0.0 0.0 0.0
N -2.810 2.528 1.646 0.0 0.0 0.0
C -3.044 3.769 0.873 0.0 0.0 0.0
C -1.785 4.611 0.768 0.0 0.0 0.0
C -2.329 1.459 1.059 0.0 0.0 0.0
S -2.229 -0.023 2.032 0.0 0.0 0.0
N -2.069 1.531 -0.250 0.0 -0.1 0.0
C -1.344 0.731 -0.969 0.0 0.0 0.1
O -0.559 -0.217 -0.507 0.0 0.0 -0.1
C -1.331 0.910 -2.429 0.0 0.0 0.0
C -1.820 2.094 -2.984 0.0 0.0 0.0
C -1.816 2.270 -4.357 0.0 0.0 0.0
C -1.332 1.265 -5.185 0.0 0.0 0.0
C -0.854 0.078 -4.641 0.0 0.0 0.0
C -0.852 -0.098 -3.269 0.0 0.0 0.0
H -4.911 2.357 4.330 0.0 0.0 0.0
H -4.851 1.201 2.994 0.0 0.0 0.0
H -5.305 2.883 2.698 0.0 0.0 0.0
H -2.530 1.939 3.639 0.0 0.0 0.0
H -2.984 3.612 3.390 0.0 0.0 0.0
H -3.832 4.304 1.399 0.0 0.0 0.0
H -3.420 3.486 -0.107 0.0 0.0 0.0
H -1.409 4.888 1.753 0.0 0.0 0.0
H -2.006 5.529 0.226 0.0 0.0 0.0
H -1.004 4.073 0.230 0.0 0.0 0.0
H -2.194 2.872 -2.334 0.0 0.0 0.0
H -2.197 3.188 -4.784 0.0 0.0 0.0
H -1.345 1.399 -6.258 0.0 0.0 0.0
H -0.507 -0.715 -5.290 0.0 0.0 0.0
H -0.538 -1.046 -2.855 0.0 0.0 0.0
C 5.438 4.086 -5.142 0.0 0.0 0.0
C 4.855 2.851 -4.575 0.0 0.0 0.0
C 5.309 2.327 -3.334 0.0 0.0 0.0
C 4.803 1.165 -2.848 0.0 0.0 0.0
C 3.819 0.439 -3.588 0.0 0.0 0.0
N 3.415 -0.748 -3.071 0.0 0.0 0.0
C 2.737 -1.783 -3.776 0.0 0.0 0.0
O 2.435 -1.693 -4.930 0.0 0.0 0.0
N 2.555 -2.929 -3.034 0.0 0.0 -0.1
C 2.299 -3.083 -1.654 0.0 0.0 0.1
C 2.848 -4.163 -0.964 0.0 0.0 0.0
C 2.497 -4.356 0.359 0.0 0.0 0.0
C 1.597 -3.492 0.951 0.0 0.0 0.0
N 1.053 -2.458 0.287 0.0 0.0 0.0
C 1.416 -2.247 -0.990 0.0 -0.1 0.0
C 3.321 0.977 -4.813 0.0 0.0 0.0
C 3.839 2.147 -5.276 0.0 0.0 0.0
H 5.992 4.662 -4.406 0.0 0.0 0.0
H 4.672 4.707 -5.609 0.0 0.0 0.0
H 6.133 3.807 -5.945 0.0 0.0 0.0
H 6.075 2.859 -2.787 0.0 0.0 0.0
H 5.167 0.758 -1.912 0.0 0.0 0.0
H 3.849 -1.019 -2.197 0.0 0.0 0.0
H 2.333 -3.722 -3.623 0.0 0.0 0.0
H 3.534 -4.836 -1.464 0.0 0.0 0.0
H 2.908 -5.177 0.930 0.0 0.0 0.0
H 1.286 -3.622 1.978 0.0 0.0 0.0
H 0.954 -1.406 -1.486 0.0 0.0 0.0
H 2.560 0.450 -5.362 0.0 0.0 0.0
H 3.474 2.557 -6.210 0.0 0.0 0.0
C -1.402 -0.810 5.667 0.0 0.0 0.0
N -0.708 -1.541 4.605 0.0 0.0 0.0
C 0.606 -1.021 4.254 0.0 0.0 0.0
C -1.306 -2.495 3.879 0.0 -0.1 0.1
N -0.941 -2.671 2.581 0.0 0.0 -0.1
N -2.237 -3.279 4.422 0.0 0.0 0.0
C -2.238 -3.649 5.842 0.0 0.0 0.0
C -3.189 -4.018 3.591 0.0 0.0 0.0
H -1.290 0.257 5.470 0.0 0.0 0.0
H -0.977 -1.029 6.646 0.0 0.0 0.0
H -2.460 -1.052 5.665 0.0 0.0 0.0
H 1.126 -0.752 5.173 0.0 0.0 0.0
H 0.532 -0.122 3.632 0.0 0.0 0.0
H 1.193 -1.780 3.743 0.0 0.0 0.0
H -1.184 -3.599 2.254 0.0 0.0 0.0
H -1.313 -3.335 6.316 0.0 0.0 0.0
H -2.307 -4.734 5.907 0.0 0.0 0.0
H -3.089 -3.214 6.364 0.0 0.0 0.0
H -3.413 -3.465 2.682 0.0 0.0 0.0
H -4.112 -4.134 4.154 0.0 0.0 0.0
H -2.816 -5.015 3.345 0.0 0.0 0.0
```
Positions in Å, forces in eV/Å.

Properties
- Frontier orbital gap (spin up / spin down): 8.36 / 5.68 eV
- Total charge: +3
- Multiplicity: 5

Energy relative to the best compared isomer or geometry (same formula, charge and spin) for the records above, in order: 5.59, 0.33 kcal/mol
E_tot for the records above, in order: -211374.1716, -61070.6975 eV